C2H3F2N3 in the gas phase in a non-equilibrium geometry, computed with wB97M-V/def2-TZVPD.

Last column: Mulliken charge in e.
Geometry (Å):
C (0.5489, 0.0835, 0.5539)  -0.1535
C (-1.5038, -1.0216, -1.0325)  0.2116
N (-0.9467, 0.0090, 0.9482)  -0.2353
N (-1.6674, -0.5402, 0.1764)  0.1076
N (0.8366, -0.3202, -0.7130)  -0.4310
F (-2.0027, -2.2194, -1.2924)  -0.1967
F (0.6079, 0.7496, -1.6043)  -0.2037
H (0.7303, 1.1430, 0.7749)  0.3394
H (1.0391, -0.5608, 1.2855)  0.3217
H (-1.4873, -0.3642, -1.8962)  0.2398

## Properties
Maximum force in eV/A: 1.812
Gap between HOMO and LUMO (spin up / spin down) in eV: 7.900 / 7.889
Energy relative to the best compared isomer or geometry (same formula, charge and spin) in kcal per mole: 90.15
Calculated total energy in Ha: -441.789139
HOMO energy (spin up / spin down) in eV: -9.017 / -9.008


C2H4N2O2 in the gas phase in a non-equilibrium geometry, computed with wB97M-V/def2-TZVPD.

Last column: Mulliken charge in e.
Geometry (Å):
N (1.1814, 1.3195, 0.3258)  -0.4168
C (0.8736, 0.2595, -0.3547)  0.5683
O (1.0846, -0.0358, -1.4464)  -0.4508
N (-0.0837, -0.6126, 0.6772)  -0.3177
C (-1.0810, -1.3570, -0.0294)  -0.0480
O (-1.4502, -0.0732, 0.4847)  -0.3492
H (0.6375, 1.6070, 1.1208)  0.2990
H (1.4224, 2.2348, -0.1139)  0.2576
H (-1.0056, -1.2291, -1.1680)  0.2100
H (-1.5791, -2.1130, 0.5038)  0.2476

## Properties
Maximum force in eV/A: 5.743
SMILES string: NC(=O)N1CO1
Gap between HOMO and LUMO in eV: 10.277
Energy relative to the best compared isomer or geometry (same formula, charge and spin) in kcal per mole: 99.12
Calculated total energy in Ha: -338.495236
HOMO energy in eV: -9.413


2 unconnected molecules or ions with the total composition C3H5NO3 in a non-equilibrium geometry, computed with wB97M-V/def2-TZVPD.

Last column: Mulliken charge in e.
Geometry (Å):
C (-0.0396, 1.8797, -0.6594)  -0.0641
C (0.6621, 0.9491, -0.2834)  -0.1785
C (1.5258, -0.1397, 0.1374)  0.3263
N (1.0495, -1.3172, -0.2823)  -0.3106
O (2.6545, 0.0598, 0.6252)  -0.6150
O (-1.5078, -0.2804, 0.8187)  -0.2565
O (-1.6032, -1.0304, -0.4459)  -0.5930
H (-1.0171, 0.6987, 0.6490)  0.2972
H (-0.8036, 2.5938, -0.7772)  0.4326
H (-0.0373, -1.2957, -0.4853)  0.3370
H (1.5207, -2.1986, -0.2235)  0.1949
H (-2.4041, 0.0810, 0.9265)  0.4295

## Properties
Maximum force in eV/A: 3.680
Gap between HOMO and LUMO in eV: 9.820
Energy relative to the best compared isomer or geometry (same formula, charge and spin) in kcal per mole: 179.90
Calculated total energy in Ha: -397.549999
HOMO energy in eV: -9.936


A molecular structure, Cl2FeIO8, computed with wB97M-V/def2-TZVPD.

Last column: Löwdin spin population.
Geometry (Å):
Fe (-1.0209, -0.2381, 0.1264)  3.7435
I (-3.2919, -1.5040, -0.4638)  0.0821
Cl (-0.2744, 2.3782, -0.2571)  0.0042
O (0.1123, 3.0497, -1.4418)  0.0075
O (-1.6037, 1.7561, -0.4380)  0.0459
O (0.5695, 1.2109, 0.0315)  0.0381
O (-0.2676, 3.2561, 0.8618)  0.0045
Cl (1.1950, -2.0079, 0.3040)  0.0039
O (2.5159, -1.5891, 0.6024)  0.0041
O (1.0922, -3.4239, 0.2791)  0.0036
O (0.2650, -1.4642, 1.3345)  0.0358
O (0.7086, -1.4238, -0.9391)  0.0268

## Properties
Multiplicity: 5
Maximum force in eV/A: 0.980
Net charge: -1
Gap between HOMO and LUMO (spin up / spin down) in eV: 8.905 / 8.901
Calculated total energy in Ha: -3083.360378
HOMO energy (spin up / spin down) in eV: -5.997 / -6.027


2 unconnected molecules or ions with the total composition C3H7O2S2 in a non-equilibrium geometry, computed with wB97M-V/def2-TZVPD.

Last column: Mulliken charge in e.
Geometry (Å):
O (-2.0257, 0.2069, 1.0295)  -0.7099
C (-1.7156, 1.3735, 1.3706)  0.0035
O (-0.5808, 1.8926, 1.4497)  -0.6214
H (-2.5512, 2.0900, 1.6911)  0.3844
C (1.0102, -0.7472, 1.4391)  -0.4436
S (1.1104, -1.5094, -0.1930)  -0.1732
S (0.9634, 0.0831, -1.4944)  -0.1305
C (-0.8210, 0.2000, -1.8173)  -0.4908
H (1.7519, 0.0634, 1.4869)  0.2318
H (0.0256, -0.2137, 1.4524)  0.0391
H (1.0779, -1.5591, 2.1946)  0.2858
H (-1.2503, -0.0378, -0.8230)  0.0811
H (-1.1125, 1.2160, -2.1403)  0.2577
H (-1.1110, -0.4907, -2.6505)  0.2858

## Properties
Maximum force in eV/A: 1.393
Net charge: -1
Gap between HOMO and LUMO in eV: 7.767
Energy relative to the best compared isomer or geometry (same formula, charge and spin) in kcal per mole: 11.34
Calculated total energy in Ha: -1065.418169
HOMO energy in eV: -4.371


C4H10N2O in the gas phase in a non-equilibrium geometry, computed with wB97M-V/def2-TZVPD.

Last column: Mulliken charge in e.
Geometry (Å):
C (1.8957, 0.5131, 0.6132)  -1.0427
C (0.6535, 0.0424, 0.6180)  0.5108
C (-0.3182, -0.1829, 1.6743)  -0.3883
O (-1.5481, 0.4573, 1.5157)  -0.4718
N (-0.0083, -0.3620, -0.7958)  0.1710
C (-0.2254, 0.6271, -1.8455)  -0.8491
N (-0.8503, -1.4825, -0.9098)  -0.7145
H (2.4425, 0.5800, -0.3204)  0.3065
H (2.4183, 0.7209, 1.5407)  0.2808
H (-0.4693, -1.2322, 1.9292)  0.2483
H (0.3373, 0.3733, 2.5954)  0.2243
H (-1.4671, 1.0204, 0.7250)  0.3434
H (-1.2366, 1.0542, -1.7791)  0.2840
H (0.4875, 1.4530, -1.7684)  0.3080
H (-0.1197, 0.1688, -2.8361)  0.2930
H (-0.3306, -2.3257, -0.6691)  0.2360
H (-1.6613, -1.4252, -0.2873)  0.2605

## Properties
Maximum force in eV/A: 5.392
SMILES string: C=C(CO)N(C)N
Gap between HOMO and LUMO in eV: 9.045
Energy relative to the best compared isomer or geometry (same formula, charge and spin) in kcal per mole: 98.59
Calculated total energy in Ha: -343.044348
HOMO energy in eV: -8.159


C4H7N3 in the gas phase in a non-equilibrium geometry, computed with wB97M-V/def2-TZVPD.

Last column: Mulliken charge in e.
Geometry (Å):
C (1.3405, -0.7519, -1.3102)  -1.0833
C (1.4542, -0.1445, 0.0612)  -0.2471
C (-0.2918, 0.3390, 1.3912)  0.4705
C (-1.3860, 1.0316, 1.3047)  -0.7230
N (-2.2807, 0.3341, 0.2981)  0.3567
N (-1.9571, -0.5767, -0.4106)  -0.6688
N (0.3235, -0.5932, 0.8791)  -0.3490
H (2.2104, -0.5140, -1.9229)  0.3724
H (1.2451, -1.8320, -1.1973)  0.2927
H (0.4336, -0.3713, -1.7859)  0.2742
H (2.3205, -0.5008, 0.6258)  0.2905
H (1.5592, 0.9603, -0.0013)  0.3327
H (-1.7324, 1.8998, 1.8202)  0.4331
H (-3.2621, 0.6560, 0.3706)  0.2484

## Properties
Maximum force in eV/A: 1.720
Gap between HOMO and LUMO in eV: 8.805
Energy relative to the best compared isomer or geometry (same formula, charge and spin) in kcal per mole: 105.45
Calculated total energy in Ha: -320.715255
HOMO energy in eV: -8.241


A molecular structure, C4H20B4F8NO3V in a non-equilibrium geometry, computed with wB97M-V/def2-TZVPD.

Last column: Mulliken charge in e.
Geometry (Å):
O (-12.4580, 8.6893, -16.0471)  -0.0276
V (-12.6310, 9.0943, -14.4872)  0.5297
O (-12.3377, 10.6073, -14.2635)  -0.5534
B (-14.2369, 7.9825, -13.2142)  0.4882
H (-13.5873, 7.1258, -13.1232)  -0.1989
H (-14.4330, 7.9987, -14.2751)  -0.1649
H (-15.1692, 7.9088, -12.6759)  -0.2577
H (-13.7126, 8.8258, -12.7921)  -0.0037
B (-10.6494, 8.3985, -13.5656)  0.4793
H (-11.1080, 8.8885, -12.7208)  -0.0765
H (-10.3171, 9.0519, -14.3574)  -0.3934
H (-9.7488, 7.9973, -13.1271)  -0.1751
H (-11.3580, 7.6264, -13.8224)  -0.1614
C (-10.5028, 7.3693, -20.6160)  -1.4800
C (-10.6554, 8.1305, -19.2730)  0.6504
C (-9.8508, 9.4304, -19.0833)  -0.9560
O (-10.2198, 9.8054, -17.6723)  -0.2475
C (-10.6375, 11.1817, -17.4643)  -0.6230
N (-12.1072, 8.5418, -19.1953)  -0.0540
H (-12.3960, 9.0200, -20.0367)  0.4295
H (-12.7271, 7.7445, -19.1953)  0.4069
H (-12.4052, 8.9710, -18.3309)  -0.0467
H (-11.0970, 6.4557, -20.6007)  0.3918
H (-9.4652, 7.0851, -20.7916)  0.3866
H (-10.8868, 8.0365, -21.3877)  0.3845
H (-10.3894, 7.5853, -18.3674)  0.2085
H (-9.9934, 10.2248, -19.8159)  0.3652
H (-8.7668, 9.3168, -19.0935)  0.3758
H (-11.3893, 11.4655, -18.2007)  0.3833
H (-9.7292, 11.7828, -17.4229)  0.3154
H (-10.9549, 11.1796, -16.4215)  0.0226
B (-12.2390, 4.9500, -16.4752)  0.0937
F (-10.8993, 4.6521, -16.6024)  -0.4645
F (-12.9249, 3.9324, -16.9996)  -0.3899
F (-12.7620, 5.2367, -15.3216)  -0.3087
F (-12.3867, 5.9749, -17.2756)  -0.0276
B (-15.0439, 10.4841, -16.9698)  0.1201
F (-14.9117, 9.9461, -15.7390)  -0.3634
F (-14.4978, 11.7350, -17.1523)  -0.4221
F (-14.2924, 9.6565, -17.7623)  -0.2421
F (-16.3822, 10.3757, -17.4523)  -0.3936

## Properties
Maximum force in eV/A: 6.386
Net charge: -2
Gap between HOMO and LUMO in eV: 7.363
Energy relative to the best compared isomer or geometry (same formula, charge and spin) in kcal per mole: 98.77
Calculated total energy in Ha: -2287.507336
HOMO energy in eV: -3.410


2 unconnected molecules or ions with the total composition C3H9NO, computed with wB97M-V/def2-TZVPD.

Last column: Mulliken charge in e.
Geometry (Å):
C (-1.2373, 1.0746, 0.5826)  -1.1446
C (-1.2263, -0.4305, 0.5062)  -0.1155
C (-0.7041, -1.2018, 1.4628)  -0.1853
N (-0.0666, -0.7536, 2.6148)  -0.4382
H (-1.3702, 1.5582, -0.3708)  0.3292
H (-0.3048, 1.4044, 1.0377)  0.3058
H (-2.0479, 1.4022, 1.2333)  0.2520
H (-1.8208, -0.9940, -0.2068)  0.3047
H (-0.7843, -2.2860, 1.3925)  0.3098
H (0.7146, -1.2940, 2.9267)  0.1869
H (-0.2089, 0.1969, 2.8954)  0.1955
O (2.6367, 0.8421, -4.2800)  -0.6400
H (2.5868, 0.0009, -3.8151)  0.3211
H (1.8030, 1.2830, -4.0960)  0.3185

## Properties
Maximum force in eV/A: 0.893
SMILES string: C/C=C\N.O
Gap between HOMO and LUMO in eV: 8.827
Energy relative to the best compared isomer or geometry (same formula, charge and spin) in kcal per mole: 28.94
Calculated total energy in Ha: -249.667570
HOMO energy in eV: -8.085